Entry from the Open Molecules 2025 dataset: a molecular structure, C26H32F6N3O4PS2Se2W in a non-equilibrium geometry (ωB97M-V/def2-TZVPD).

```
77
Properties=species:S:1:pos:R:3:forces:R:3:mulliken_spin:R:1
W 0.000000 0.000000 0.000000 -1.1 -2.1 1.4 1.388
F -4.643614 -1.925105 -0.707081 1.6 1.2 -0.6 0.001
C -3.790031 -0.863281 -0.826290 -3.9 0.4 1.4 -0.001
F -4.533226 0.155401 -1.350395 1.3 -1.0 0.2 0.000
F -3.466725 -0.485788 0.440816 -1.2 -1.7 -2.3 -0.002
S -2.335246 -1.274406 -1.849601 -4.5 -1.5 -4.1 0.017
O -1.313056 -0.292932 -1.493529 -5.6 -0.1 2.3 0.029
O -2.803620 -1.142989 -3.237638 1.4 -0.4 3.3 0.001
N -2.116675 -2.789294 -1.435076 1.4 1.9 0.1 0.000
S -1.098641 -3.058592 -0.250549 1.5 -5.3 -0.5 0.011
O -0.440974 -1.921843 0.390420 -1.7 -2.0 0.1 0.027
O -0.194995 -4.186446 -0.512073 -1.9 2.7 0.3 0.006
C -2.289607 -3.695682 0.982981 -2.4 -2.0 2.5 -0.003
F -3.021215 -4.742406 0.496941 1.5 1.6 0.0 0.000
F -1.693166 -4.142012 2.124660 0.0 0.8 -1.6 0.000
F -3.198235 -2.755290 1.365430 1.2 -0.5 -0.5 0.000
Se 0.281094 0.490250 3.933857 -0.3 -0.8 -0.2 0.000
Se -1.637623 -0.858009 3.518556 0.4 0.8 0.0 -0.001
C -2.358908 0.461954 2.324358 0.0 0.8 -0.7 -0.023
C -3.521252 1.156343 2.674323 0.2 0.2 -0.4 -0.007
C -4.038096 2.110328 1.795008 0.4 -0.4 0.0 0.004
C -3.391015 2.360192 0.583156 -0.8 -1.7 1.7 -0.013
C -2.231166 1.647419 0.268657 -3.8 0.4 3.4 -0.012
N -1.744545 0.721544 1.137992 1.1 0.7 -0.7 0.154
C 1.398694 -0.722561 2.949742 0.8 -0.5 -0.7 0.030
C 2.374877 -1.468027 3.618263 -0.1 0.0 -0.5 -0.005
C 3.183925 -2.343050 2.890346 -0.4 0.3 -0.3 0.010
C 3.009476 -2.464343 1.510159 -0.3 0.2 -0.1 -0.012
C 2.022794 -1.704119 0.877317 1.2 -0.3 2.4 0.033
N 1.245845 -0.856652 1.603912 1.1 0.8 -0.2 0.012
H -4.019270 0.957870 3.614488 0.1 -0.1 0.0 0.000
H -4.937812 2.654050 2.052194 0.0 0.0 0.0 -0.001
H -3.783790 3.097443 -0.105168 -1.6 -1.0 1.2 -0.002
H -1.718411 1.829630 -0.666242 -2.6 -0.6 1.8 0.149
H 2.506449 -1.369232 4.688097 -0.1 0.0 -0.1 0.000
H 3.944686 -2.925038 3.394368 0.0 0.0 0.0 0.000
H 3.631589 -3.139616 0.937177 -0.1 0.0 0.0 0.000
H 1.875171 -1.786894 -0.191112 -0.1 0.0 -0.2 0.014
C -0.778950 4.091750 -3.299032 0.8 -0.2 -0.2 0.001
C -1.464151 3.159979 -2.290147 -1.7 0.7 -0.6 0.000
C -2.481423 2.295684 -3.081809 0.2 -0.6 0.0 -0.001
C -2.284248 4.009146 -1.301962 0.6 0.5 0.0 0.006
P -0.332341 1.990955 -1.388225 5.9 1.2 -2.3 -0.033
C 0.680267 1.192692 -2.653196 0.5 0.3 -0.6 -0.028
C 1.707232 1.818547 -3.367345 0.5 0.0 -0.5 0.010
C 2.445751 1.123828 -4.331552 -0.2 0.3 0.4 0.007
C 2.167489 -0.213123 -4.598008 -0.1 -0.2 0.0 0.007
C 1.150376 -0.855529 -3.900250 0.4 0.4 -0.1 0.017
C 0.415762 -0.157938 -2.937093 1.8 -1.2 -1.2 -0.026
C 0.775722 2.839070 -0.166447 0.4 2.1 0.4 0.057
C -0.011964 3.028800 1.153639 -0.2 0.7 0.6 -0.005
C 1.333651 4.201026 -0.585431 0.4 0.4 0.0 0.002
C 1.970088 1.915294 0.178055 4.2 4.8 -2.3 0.097
H -1.508491 4.775054 -3.751693 -0.1 -0.3 0.3 0.000
H -0.323031 3.539666 -4.127081 -0.1 0.0 0.1 0.000
H -0.004776 4.714869 -2.848531 -0.1 0.0 0.0 0.000
H -3.215034 2.926644 -3.598506 0.3 0.1 0.2 0.000
H -3.041361 1.619685 -2.423618 0.0 0.2 -0.2 0.001
H -1.992199 1.682995 -3.848221 0.0 0.1 0.1 0.001
H -3.065939 4.574427 -1.824404 0.2 -0.2 -0.2 -0.001
H -1.667049 4.746722 -0.781907 0.0 0.0 -0.1 0.000
H -2.784100 3.391397 -0.546556 2.3 2.2 -2.3 -0.001
H 1.950262 2.861526 -3.198885 -0.1 -0.1 0.0 -0.002
H 3.238067 1.632120 -4.875073 -0.1 -0.1 0.1 0.001
H 2.740524 -0.752045 -5.347335 -0.1 0.1 0.1 0.000
H 0.925166 -1.899276 -4.101606 0.0 0.1 0.0 0.000
H -0.373996 -0.686907 -2.405839 3.1 0.2 -2.8 0.026
H -0.856336 3.714744 1.043726 0.2 0.0 -0.1 -0.002
H 0.631679 3.445986 1.937926 0.1 0.1 -0.3 0.002
H -0.407232 2.078061 1.532619 0.7 1.2 0.1 0.015
H 0.547094 4.948371 -0.717655 0.0 -0.2 0.0 0.002
H 1.915379 4.153831 -1.508144 -0.1 0.0 0.0 0.000
H 2.005385 4.598835 0.185693 -0.1 -0.1 0.0 0.004
H 1.640191 0.917329 0.491655 5.7 -3.8 -0.7 -0.020
H 2.564576 2.332172 1.000492 -0.4 -0.1 0.1 0.015
H 2.653862 1.790784 -0.668207 -0.2 -0.3 -0.1 -0.003
H 1.009671 1.275066 0.634895 -7.7 0.8 3.3 0.045
```
Forces are in eV/Å.

Summary:
Net charge = +2
Highest occupied orbital energy (alpha / beta) = -13.3 / -13.4 eV
LUMO (alpha / beta) = -0.24296 / -0.24280 Ha
Spin multiplicity = 3
Kohn-Sham gap (alpha / beta) = 6.687 / 6.770 eV
⟨S²⟩ = 2.01